A 9-piece molecular cluster, C67H70Cl2F8N5O5 overall at a distorted geometry. Source: the OMol25 dataset; level of theory: ωB97M-V/def2-TZVPD.

CARTESIAN COORDINATES (ANGSTROEM)
1 C 1.074335 -4.016726 2.196914
2 C -0.490142 -4.182827 2.378621
3 O -1.220455 -4.143519 1.145902
4 C -2.280044 -3.169585 1.190705
5 C -1.606521 -1.780273 0.894875
6 O -2.528935 -0.671127 0.776745
7 C -2.555887 0.175161 1.894323
8 C -2.704318 -0.423294 3.351981
9 C -1.794374 0.299384 4.448960
10 O -1.883643 -0.544853 5.627711
11 N -1.604626 1.319514 1.977087
12 C -0.340323 1.244290 1.228093
13 O -0.499892 1.219487 -0.221146
14 N 0.535443 1.973440 -0.746078
15 O 0.346956 2.095696 -1.899377
16 C -2.219006 2.534511 1.440302
17 N -1.918341 3.764815 1.671538
18 C -0.808212 4.137878 2.566871
19 Cl -1.404614 5.185886 3.908434
20 C 0.390928 4.781154 1.723898
21 C 0.331992 6.363600 1.791829
22 Cl 2.003993 4.157763 2.298939
23 N -3.300773 2.024421 0.620284
24 C -3.894076 1.042928 1.601701
25 C -4.421490 2.012677 2.741394
26 C -5.107372 0.332596 0.939053
27 C -5.841680 1.027520 -0.151102
28 C -6.981242 0.244289 -0.628891
29 C -7.359315 -1.075237 -0.158709
30 N -6.660957 -1.682710 0.837370
31 C -5.625231 -0.970351 1.328617
32 H 1.482028 -3.385241 3.041313
33 H 1.612278 -5.000331 2.286387
34 H 1.366361 -3.491301 1.253368
35 H -0.809616 -3.350221 3.075367
36 H -0.659090 -5.150691 2.915690
37 H -3.006442 -3.385760 0.346767
38 H -2.811639 -3.190818 2.178868
39 H -0.863467 -1.588704 1.718331
40 H -1.002651 -1.816074 -0.056355
41 H -3.758785 -0.382635 3.750174
42 H -2.414868 -1.508369 3.434058
43 H -0.712955 0.307011 4.175565
44 H -2.196488 1.296049 4.758938
45 H -2.729918 -0.379000 6.075831
46 H 0.385560 2.066192 1.458000
47 H 0.193607 0.288011 1.498630
48 H -2.459006 4.522323 1.239119
49 H -0.379743 3.206575 3.023682
50 H 0.327789 4.488399 0.640253
51 H 1.010958 6.813119 1.019714
52 H -0.739314 6.647840 1.587913
53 H 0.675818 6.707108 2.800557
54 H -3.018035 1.637161 -0.284358
55 H -4.724936 3.004844 2.305768
56 H -3.757574 2.109754 3.635761
57 H -5.386023 1.567082 3.122335
58 H -5.575642 2.035945 -0.525628
59 H -7.615912 0.703068 -1.429114
60 H -8.249333 -1.570600 -0.603440
61 H -5.073120 -1.462512 2.175567
62 F 8.544416 3.668520 0.143322
63 C 7.663896 4.503093 0.717377
64 C 8.045405 5.802329 1.002450
65 C 7.130640 6.666014 1.592449
66 C 5.850116 6.217723 1.899742
67 C 5.483168 4.909070 1.611892
68 C 6.392008 4.047885 1.012511
69 H 9.049187 6.130764 0.763479
70 H 7.415828 7.687363 1.813289
71 H 5.138721 6.891178 2.364240
72 H 4.489360 4.553951 1.852791
73 H 6.117185 3.026951 0.774174
74 F -9.437071 2.618976 -1.648569
75 C -10.049497 2.522443 -0.453263
76 C -9.364551 2.887448 0.693095
77 C -9.998168 2.792185 1.925305
78 C -11.304178 2.323288 1.999438
79 C -11.979454 1.955196 0.842435
80 C -11.351470 2.060227 -0.392087
81 H -8.344066 3.242964 0.617595
82 H -9.473664 3.082799 2.827695
83 H -11.796073 2.245245 2.961857
84 H -12.996113 1.586124 0.901316
85 H -11.866258 1.786174 -1.304610
86 F -4.797192 -3.847098 -1.176856
87 C -4.479552 -4.854562 -2.018167
88 C -3.218746 -5.416314 -1.956021
89 C -2.892907 -6.456309 -2.817493
90 C -3.829495 -6.914537 -3.738193
91 C -5.092675 -6.336193 -3.792580
92 C -5.422773 -5.303157 -2.923800
93 H -2.499167 -5.040399 -1.237778
94 H -1.909712 -6.908958 -2.771907
95 H -3.575149 -7.724563 -4.415413
96 H -5.821372 -6.690412 -4.512527
97 H -6.404914 -4.846976 -2.946129
98 F 4.936872 -0.420190 4.201214
99 C 5.415144 -0.765388 2.992664
100 C 4.930172 -1.902250 2.371268
101 C 5.421273 -2.255274 1.120054
102 C 6.397550 -1.474019 0.511163
103 C 6.879640 -0.336928 1.149078
104 C 6.381903 0.023182 2.394971
105 H 4.175676 -2.502958 2.865140
106 H 5.043815 -3.139399 0.620341
107 H 6.782724 -1.753136 -0.462577
108 H 7.643431 0.269235 0.676165
109 H 6.739507 0.910575 2.903222
110 F -3.847332 -8.897261 -5.850509
111 C -3.428443 -8.438473 -7.049080
112 C -3.031140 -9.342558 -8.016687
113 C -2.604749 -8.872495 -9.251833
114 C -2.570944 -7.504965 -9.500234
115 C -2.968451 -6.607271 -8.517062
116 C -3.405606 -7.075599 -7.284573
117 H -3.056759 -10.403731 -7.801820
118 H -2.298334 -9.571661 -10.020275
119 H -2.233866 -7.139489 -10.463184
120 H -2.938046 -5.541692 -8.710043
121 H -3.727347 -6.390964 -6.509780
122 F 5.605585 4.078704 -6.083674
123 C 4.918536 3.981137 -4.932418
124 C 5.522804 4.363488 -3.746658
125 C 4.810348 4.266787 -2.559080
126 C 3.508128 3.779541 -2.569393
127 C 2.914577 3.394165 -3.766433
128 C 3.621311 3.500376 -4.956994
129 H 6.540715 4.732808 -3.756563
130 H 5.270227 4.570423 -1.625561
131 H 2.954233 3.700364 -1.639909
132 H 1.901620 3.011455 -3.770869
133 H 3.173015 3.213458 -5.900110
134 F 3.065702 -4.254078 6.530862
135 C 2.595823 -3.050408 6.898232
136 C 1.547946 -2.488256 6.191934
137 C 1.057919 -1.245724 6.573855
138 C 1.629040 -0.576720 7.650648
139 C 2.685075 -1.151069 8.348883
140 C 3.168682 -2.398017 7.974591
141 H 1.121700 -3.021871 5.350898
142 H 0.232631 -0.800002 6.033039
143 H 1.249178 0.394792 7.945829
144 H 3.132089 -0.627328 9.185221
145 H 3.984692 -2.864580 8.512051
146 F 8.966022 4.238727 -3.536716
147 C 9.357346 3.234431 -4.345016
148 C 10.621060 2.694474 -4.191229
149 C 11.021719 1.655759 -5.022033
150 C 10.158495 1.177796 -6.001978
151 C 8.892985 1.733391 -6.148295
152 C 8.487076 2.764439 -5.311260
153 H 11.282244 3.085622 -3.427765
154 H 12.006498 1.219585 -4.906287
155 H 10.474236 0.370334 -6.652317
156 H 8.222183 1.363618 -6.914540
157 H 7.504131 3.201909 -5.405571

Forces on the atoms, in the same order (eV/Å):
0.2 0.1 0.5
1.2 0.2 0.8
-0.5 0.7 0.7
0.0 0.4 -1.2
1.0 -0.5 0.1
1.3 0.0 1.4
-3.9 0.7 1.2
1.1 -0.3 0.7
-1.1 -1.3 0.6
-0.2 0.6 -0.4
2.1 2.7 -1.6
1.8 -1.8 0.8
-0.7 0.0 1.7
-0.4 0.4 -2.0
0.8 0.1 0.7
-1.8 -4.4 -1.7
0.5 -0.1 0.4
1.8 -0.4 0.2
0.1 -0.7 -0.8
-0.4 1.5 -0.2
0.3 -0.8 -0.2
-1.2 0.2 -0.1
-0.3 2.5 1.0
-0.2 0.8 -0.8
-1.2 -1.0 0.7
-1.7 0.0 -2.0
-0.8 -3.6 1.9
0.4 0.6 -0.2
1.4 1.9 0.2
0.1 1.8 -0.8
1.4 0.8 0.7
-0.5 -0.6 -0.8
-0.6 0.9 -0.4
-0.4 -0.6 0.6
0.0 -0.8 -0.7
-0.2 0.7 -0.5
0.8 0.1 1.2
0.4 0.0 -0.9
-0.6 -0.1 -0.6
-0.8 -0.2 0.9
0.9 0.1 -0.8
-0.2 1.1 -0.3
-0.9 0.2 0.1
0.7 -0.5 -0.7
0.4 -0.1 -0.2
-0.9 -0.6 0.0
-0.7 0.9 -0.1
0.1 -0.5 0.0
-0.9 0.9 -0.3
-0.1 0.0 1.1
-0.7 -0.5 0.7
1.2 0.1 0.3
-0.6 -0.2 -0.9
0.4 0.0 0.5
0.6 -1.0 0.4
-0.4 0.2 -0.9
1.0 0.5 -0.2
-0.3 -0.9 0.2
0.6 -0.5 0.8
0.9 0.3 0.5
-0.6 0.3 -0.9
0.0 0.0 0.0
-0.3 0.3 0.2
0.2 0.1 -0.1
-0.1 -0.2 0.0
-0.1 0.1 0.0
0.2 0.1 0.0
-0.1 -0.3 -0.1
0.0 0.0 0.0
0.0 -0.1 0.0
0.0 0.0 0.0
0.2 0.0 -0.1
0.1 0.0 0.0
0.1 0.0 -0.1
-0.3 0.0 0.6
0.2 0.1 -0.1
-0.2 -0.1 -0.2
0.0 0.0 0.1
0.2 0.1 0.1
-0.1 -0.1 -0.3
0.0 0.0 0.0
0.0 0.0 -0.1
0.0 0.0 -0.1
0.1 0.0 0.0
0.0 0.0 0.0
0.0 0.1 0.1
0.1 -0.5 -0.4
0.2 0.2 0.2
-0.3 0.1 -0.1
0.2 -0.1 0.0
0.2 0.0 0.1
-0.2 0.2 0.0
0.0 0.0 0.0
0.0 0.1 0.0
-0.1 0.4 0.5
0.0 0.0 0.1
0.0 0.0 0.0
-0.1 0.0 0.1
0.2 -0.1 -0.5
-0.2 -0.1 0.1
0.1 0.2 0.0
0.0 0.0 -0.1
-0.2 -0.2 0.0
0.1 0.2 0.1
0.0 0.0 0.0
0.0 0.0 0.1
0.0 0.0 0.1
0.0 0.0 0.0
0.0 0.0 0.0
-0.1 -0.4 -0.3
0.2 0.2 -0.7
0.0 -0.3 0.1
0.0 0.2 0.1
0.0 0.0 -0.1
0.0 -0.2 -0.1
-0.1 0.1 0.2
0.0 0.0 0.0
0.0 0.0 0.1
0.0 0.0 0.1
0.0 -0.1 0.0
0.0 0.0 0.0
0.0 0.0 -0.1
-0.4 0.0 0.6
0.2 0.1 -0.1
-0.2 -0.1 -0.1
0.0 0.0 0.0
0.2 0.1 0.1
-0.1 -0.1 -0.2
0.0 0.0 0.0
0.0 0.0 -0.1
0.0 0.0 0.0
0.1 0.0 -0.1
0.1 0.0 0.0
0.0 -0.1 0.0
-0.2 0.5 0.2
-0.1 -0.1 -0.2
0.3 0.0 0.1
0.0 0.1 0.0
-0.2 0.0 -0.2
0.2 -0.1 0.1
0.0 0.0 0.1
0.1 -0.1 0.1
0.0 -0.1 0.0
0.0 -0.1 0.0
0.0 0.0 -0.1
0.0 0.1 0.1
0.2 -0.5 -0.4
0.1 0.1 0.2
-0.2 0.0 -0.1
0.0 -0.1 0.0
0.2 0.0 0.1
-0.2 0.1 0.1
0.0 0.0 0.0
0.0 0.1 0.0
0.0 0.1 0.0
0.0 0.0 0.1
0.1 0.0 0.0

## Properties
- Frontier orbital gap: 6.31 eV
- Total charge: +1